(1)
Computed, not measured: a cluster of 2 separate species, C3H9NS2 in total, with wB97M-V/def2-TZVPD.

Positions of all 15 atoms, in Å:
C  4.1820  1.1679  -1.0718
N  3.5029  0.4431  -0.2866
C  2.2258  -0.0632  -0.8258
H  5.1905  1.4143  -0.7417
H  3.7547  1.6436  -1.9442
H  1.4735  0.7085  -0.6085
H  2.4377  -0.2841  -1.8704
H  1.8479  -0.9121  -0.2587
C  -1.7714  0.6990  -1.0954
S  -2.5977  -0.2860  0.1961
S  -1.1807  -0.9202  1.5194
H  -0.6874  0.7662  -1.0177
H  -2.0483  0.1765  -1.9987
H  -2.2114  1.6889  -1.0342
H  -1.3433  -0.0036  2.4832

Energy above the lowest of the compared OMol25 structures with the same formula, charge and spin: 36.1 kcal per mole
DFT total energy: -26416.1093 eV
Structure (SMILES): C=NC.CSS
Kohn-Sham gap: 9.7 eV

Atomic partial charges in e from the Mulliken method, atoms 1 to 5: -0.293 -0.416 -0.679 0.266 0.281

---

(2)
Computed, not measured: a structure of composition C12H33ClI2P3Zr, with wB97M-V/def2-TZVPD.

Positions of all 52 atoms, in Å:
I  -0.0001  2.7352  0.0647
I  -0.0001  -2.7232  0.2473
Zr  0.0000  0.0000  0.0000
P  -2.3722  -0.0060  -0.2257
C  -3.2741  0.0605  1.3606
C  -3.0394  1.3818  -1.2024
H  -4.0909  1.1875  -1.4376
H  -4.1013  -1.2821  -1.3344
H  -2.4560  1.4621  -2.1231
H  -2.4709  -1.6139  -2.0055
H  -2.9904  0.9722  1.8940
H  -2.9418  2.3136  -0.6436
C  -3.0490  -1.4618  -1.0905
H  -4.3560  0.0568  1.1953
H  -2.9513  -2.3491  -0.4634
H  -2.9957  -0.8062  1.9667
P  2.3722  0.0075  -0.2265
C  3.2734  0.0837  1.3599
C  3.0586  -1.4449  -1.0891
H  2.4412  1.4805  -2.1212
H  4.0812  1.2055  -1.4473
H  2.9363  2.3283  -0.6424
C  3.0310  1.3983  -1.2048
H  2.4875  -1.5965  -2.0087
H  4.1121  -1.2626  -1.3253
H  4.3553  0.0872  1.1948
H  3.0011  -0.7828  1.9689
H  2.9583  -2.3340  -0.4650
H  2.9829  0.9952  1.8899
Cl  -0.0019  -0.0929  -2.4079
C  2.2221  0.9822  4.6598
C  1.1372  -0.0700  4.4185
P  0.2234  0.0246  2.7889
C  -0.6341  -1.5882  3.1322
C  -1.4666  -1.6898  4.4157
C  -0.4700  1.7207  3.0637
C  -1.1421  1.9970  4.4125
H  3.0718  0.8626  3.9741
H  2.6353  0.8358  5.6803
H  1.8291  2.0152  4.6021
H  1.6346  -1.0614  4.4904
H  0.4379  0.0088  5.2652
H  -1.3334  -1.8006  2.3371
H  0.1190  -2.4035  3.1292
H  -2.2574  -0.9159  4.4305
H  -1.9694  -2.6802  4.4333
H  -0.8618  -1.6438  5.3381
H  0.3355  2.4668  2.9114
H  -1.2427  1.9052  2.3210
H  -0.4377  1.9700  5.2634
H  -1.5623  3.0249  4.3950
H  -1.9785  1.2953  4.5875

Total charge: +3
DFT total energy: -70820.8636 eV
Kohn-Sham gap (spin up / spin down): 4.0 / 4.0 eV

Atomic partial charges in e from the Mulliken method, atoms 1 to 5: 0.125 0.169 -1.399 0.913 -1.068

---

(3)
Computed, not measured: a cluster of 2 separate species, C16H17N in total, with wB97M-V/def2-TZVPD.

Positions of all 34 atoms, in Å:
C  -0.2554  -1.4339  -5.1419
C  0.3188  -0.2740  -4.3795
C  0.8508  0.8894  -4.8221
N  0.7689  1.8608  -3.7393
C  0.3247  1.2538  -2.5826
C  0.0508  1.8111  -1.2839
C  -0.7424  1.0346  -0.4440
C  -0.9614  -0.2726  -0.8375
C  -0.7932  -0.8379  -2.1175
C  -0.2004  -0.0123  -3.0760
H  0.4957  -2.1808  -5.2963
H  -0.6044  -1.1202  -6.1089
H  -1.1383  -1.8443  -4.6510
H  1.2386  1.2271  -5.7642
H  1.0928  2.8431  -3.8240
H  0.5013  2.7117  -1.0744
H  -1.0138  1.4006  0.5414
H  -1.5552  -0.8762  -0.0764
H  -1.1288  -1.8291  -2.4164
C  2.1469  0.7741  3.9112
C  0.7708  0.1859  3.7736
C  0.3176  -0.3830  2.5937
C  -0.9304  -1.0790  2.6000
C  -1.6605  -1.4188  3.7387
C  -1.0795  -0.9066  4.9818
C  -0.0699  -0.0029  4.9752
H  2.2404  1.7353  4.4755
H  2.5729  1.0467  2.8975
H  2.7686  -0.0165  4.3039
H  0.6630  -0.4639  1.6070
H  -1.3822  -1.2402  1.5927
H  -2.6046  -1.9371  3.9151
H  -1.5243  -1.2661  5.8691
H  0.5219  0.6211  5.8594

Energy above the lowest of the compared OMol25 structures with the same formula, charge and spin: 64.5 kcal per mole
DFT total energy: -18355.5436 eV
Structure (SMILES): Cc1c[nH]c2ccccc12.Cc1ccccc1
Kohn-Sham gap: 8.8 eV

Atomic partial charges in e from the Mulliken method, atoms 1 to 5: -1.259 0.605 -0.748 -0.059 -0.416

---

(4)
Computed, not measured: a cluster of 3 separate species, C3H13N3 in total, with wB97M-V/def2-TZVPD.

Positions of all 19 atoms, in Å:
C  -3.1351  -0.3546  -1.3340
C  -4.5013  1.6499  0.3977
C  8.2529  -0.6172  0.2141
N  8.5402  0.6034  -0.0079
N  -3.8597  -1.0147  0.7675
N  -3.1650  -0.0193  0.0808
H  -2.5702  -1.4665  -1.6018
H  -4.1220  -0.4115  -1.8490
H  -2.5722  0.4559  -1.7421
H  -4.3189  2.1725  -0.5217
H  -5.5008  1.3534  0.4816
H  -4.1187  1.7660  1.4133
H  7.8691  -1.0497  1.1957
H  8.3320  -1.3656  -0.5354
H  8.8404  1.0420  -0.8660
H  8.4597  1.2348  0.8674
H  -4.2228  -0.6319  1.6453
H  -4.7448  -1.4943  0.2901
H  -3.4629  -1.8524  1.1046

Total charge: +2
Energy above the lowest of the compared OMol25 structures with the same formula, charge and spin: 121.0 kcal per mole
DFT total energy: -7771.3513 eV
Kohn-Sham gap: 8.3 eV

Atomic partial charges in e from the Mulliken method, atoms 1 to 5: -0.812 -0.609 -0.002 -0.179 -0.244

---

(5)
Computed, not measured: a cluster of 3 separate species, C26H30N4O6S4 in total, with wB97M-V/def2-TZVPD.

Positions of all 70 atoms, in Å:
C  0.4601  2.6203  -0.9576
C  0.2211  1.2770  -1.6376
C  1.4269  0.8690  -2.4911
C  2.8112  0.8636  -1.8303
C  3.0461  -0.3545  -0.9466
S  4.6351  -0.2903  -0.0541
C  4.1736  -0.9497  1.5323
S  4.7255  -2.3968  2.0081
N  3.3701  -0.1486  2.3344
C  2.5951  0.9424  1.9538
C  1.9954  1.3796  3.0767
N  2.3756  0.6191  4.1730
C  3.1858  -0.2715  3.7064
O  -0.8052  1.4758  -2.6968
S  -2.2564  1.4001  -2.1199
O  -2.6524  2.6323  -1.5287
O  -3.0817  0.7616  -3.0800
O  -1.9069  0.3651  -0.9580
C  -0.4930  0.2109  -0.6886
O  -0.2903  0.5595  0.6462
C  -0.1902  -1.2954  -0.9026
C  0.4115  -2.0053  0.3217
S  -0.9023  -2.8512  1.2495
C  -0.0744  -2.9656  2.7731
N  -0.5732  -2.9056  3.9526
N  0.4930  -3.0735  4.8359
C  1.5354  -3.1980  4.1112
O  1.2737  -3.1532  2.7865
H  -0.4449  3.2226  -0.9669
H  0.7917  2.5109  0.0726
H  1.2336  3.1631  -1.5056
H  1.2685  -0.0963  -2.9735
H  1.4400  1.6086  -3.2954
H  3.0303  1.7844  -1.2832
H  3.5424  0.8227  -2.6440
H  2.2508  -0.4816  -0.2199
H  3.0772  -1.2565  -1.5621
H  2.5219  1.3167  0.9481
H  1.3183  2.2177  3.1448
H  3.6903  -1.0443  4.2645
H  -1.1439  0.8134  1.0238
H  -1.1488  -1.7591  -1.1476
H  0.4492  -1.4686  -1.7645
H  1.1749  -2.7303  0.0356
H  0.8637  -1.3009  1.0138
H  2.5648  -3.3177  4.4093
C  -1.3785  1.4581  6.1361
C  -1.2796  1.5432  4.7548
C  -2.3382  2.0493  4.0132
C  -3.4979  2.4683  4.6503
C  -3.5979  2.3787  6.0314
C  -2.5385  1.8746  6.7738
H  -0.5500  1.0661  6.7114
H  -0.3773  1.2114  4.2606
H  -2.2628  2.1191  2.9345
H  -4.3227  2.8634  4.0713
H  -4.5029  2.7014  6.5298
H  -2.6179  1.8053  7.8510
C  -1.0115  -2.4567  -7.2474
C  -1.9342  -1.9187  -8.1337
C  -2.8135  -0.9329  -7.7066
C  -2.7723  -0.4852  -6.3934
C  -1.8533  -1.0246  -5.5051
C  -0.9731  -2.0097  -5.9338
H  -0.3245  -3.2241  -7.5807
H  -1.9689  -2.2688  -9.1574
H  -3.5326  -0.5137  -8.3985
H  -3.4557  0.2831  -6.0556
H  -1.8304  -0.6759  -4.4832
H  -0.2554  -2.4337  -5.2417

DFT total energy: -89032.7221 eV
Structure (SMILES): C[C@]1(CCCSC(=S)n2ccnc2)OS(=O)(=O)O[C@@]1(O)CCSc1nnco1.c1ccccc1.c1ccccc1
Kohn-Sham gap: 7.9 eV

Atomic partial charges in e from the Mulliken method, atoms 1 to 5: -1.641 1.204 -1.748 -0.632 1.235

---

(6)
Computed, not measured: a cluster of 2 separate species, C3H10N2O2 in total, with wB97M-V/def2-TZVPD.

Positions of all 17 atoms, in Å:
C  0.4426  -1.0799  0.1322
N  1.1232  -1.4501  -1.0711
O  1.3371  -1.0903  1.2715
H  2.1810  -0.7832  0.9019
H  1.2321  -2.4484  -1.2030
H  0.6911  -1.0166  -1.8813
H  -0.3394  -1.7941  0.4242
H  1.0053  0.5413  0.1268
C  -1.8144  0.5297  0.5626
C  -0.7066  0.5342  -0.4516
N  0.5890  1.6083  0.1260
O  -0.8733  0.5146  -1.6546
H  0.8871  2.1737  -0.6619
H  0.5400  2.1860  0.9598
H  -2.5094  1.3445  0.3394
H  -2.3597  -0.4100  0.5053
H  -1.4257  0.6403  1.5740

Energy above the lowest of the compared OMol25 structures with the same formula, charge and spin: 94.8 kcal per mole
DFT total energy: -10345.3758 eV
Kohn-Sham gap: 8.4 eV

Atomic partial charges in e from the Mulliken method, atoms 1 to 5: -0.630 -0.521 -0.550 0.393 0.213